(1)
Here is C13H15N4S2Yb as an isolated structure from OMol25. Energies are from ωB97M-V with the def2-TZVPD basis set.

Structure (XYZ):
```
35
Properties=species:S:1:pos:R:3:forces:R:3
C 1.86934 2.54890 -0.59475 0.88 0.25 0.63
C 2.61067 1.89955 0.34640 0.00 0.99 -0.48
H 0.92943 3.09492 -0.36677 0.71 -0.29 0.03
H 2.19177 2.59958 -1.65048 -0.11 -0.09 0.62
H 3.55849 1.39463 0.08495 -0.54 0.33 0.06
H 2.34542 1.87332 1.42437 0.07 0.20 -0.67
Yb 0.84263 0.22783 -0.39752 -0.25 -2.70 -1.89
C 0.88469 -0.69727 -2.82705 0.08 0.22 -0.11
C 2.26930 -0.47541 -2.55466 -0.22 0.17 0.63
C 1.51316 -2.13850 -1.14377 0.01 -0.05 -0.04
C 0.43769 -1.75863 -1.99615 -0.19 0.07 0.27
H 2.92790 0.22254 -3.07792 -0.28 -0.29 0.19
H 3.66548 -1.47714 -1.09353 -0.55 0.07 -0.19
H 1.48196 -2.92116 -0.37592 0.05 0.35 -0.51
C 2.65413 -1.36484 -1.50519 -0.14 0.40 0.11
H -0.55059 -2.23808 -2.04423 0.60 0.37 0.10
H 0.29015 -0.18368 -3.59506 0.35 -0.37 0.36
N -2.01255 2.71600 0.29787 -0.71 1.08 -0.30
C -2.35361 1.51515 -0.16779 -0.19 -1.58 0.89
N -1.43299 0.57383 -0.41640 -0.71 0.39 1.14
C -1.99795 -0.70898 -0.15035 -2.73 0.86 -1.35
C -3.39763 -0.69465 -0.18330 2.25 -0.56 -0.09
S -4.01439 0.89564 0.00119 1.00 0.50 -1.04
C -1.26153 -1.56887 0.74881 0.11 -2.78 1.91
C -1.91100 -2.43375 1.65132 1.08 1.15 -2.08
S -1.53402 -1.97370 3.26192 1.64 -0.07 -0.14
C -0.24502 -0.91184 2.61004 -1.59 0.16 -0.99
N -0.05602 -1.02192 1.28414 -1.36 1.08 1.55
N 0.12767 0.20186 3.25800 1.04 -0.15 -0.10
H -2.74050 3.37636 0.60059 0.82 -0.32 -0.43
H -1.03672 2.96179 0.37726 -0.49 0.20 0.05
H -3.99636 -1.59880 -0.13585 -0.16 0.46 0.32
H -2.64340 -3.17476 1.34199 -0.26 0.48 0.54
H -0.17803 0.38458 4.19778 0.35 -0.03 0.25
H 0.76243 0.85548 2.79008 -0.56 -0.49 0.76
```
Forces are in eV/Å.

Its total charge is +2. For the orbital gap (spin up / spin down), the calculation gives 5.652 / 5.672 eV. Its spin multiplicity is 2. Its relative energy (zero: lowest compared OMol25 entry of this formula, charge and spin) is 3.630 eV. The calculation puts the total energy at -72867.3887 eV. For the LUMO energy (spin up / spin down), the calculation gives -8.1 / -8.0 eV. As for the HOMO energy (spin up / spin down): -13.7 / -13.7 eV. For the strongest force on any atom, the calculation gives 3.4 eV/Å.



(2)
Here is a 2-piece molecular cluster, C3H7NO2 overall from OMol25. Energies are from ωB97M-V with the def2-TZVPD basis set.

Structure (XYZ):
```
13
Properties=species:S:1:pos:R:3:forces:R:3
C -0.48875 -0.04676 -1.92085 -0.19 0.07 0.23
O 0.39872 0.37686 -0.88144 -1.09 1.48 0.30
C -0.33684 0.98899 0.43954 -1.08 0.94 -3.06
O -1.52626 1.05184 0.49480 1.81 -0.56 0.21
H -0.03848 -0.88978 -2.44860 0.10 0.14 0.11
H -0.66835 0.77182 -2.61977 0.02 -0.05 0.01
H -1.44619 -0.37338 -1.50468 0.05 0.05 -0.02
H 0.41292 1.67928 0.83856 0.02 -0.54 0.35
C 0.37200 -0.83327 1.42562 1.11 -0.67 -1.59
N 1.22270 -0.66993 2.35632 -0.28 0.10 0.14
H 0.60601 -0.51935 0.15894 -0.42 -0.99 3.09
H -0.50305 -1.47275 1.60387 0.09 0.16 0.26
H 1.99556 -0.06359 2.05768 -0.14 -0.14 -0.05
```
Forces are in eV/Å.

Its total charge is 0. For the orbital gap, the calculation gives 8.729 eV. As for the structure (SMILES): COC=O.C=N. Its spin multiplicity is 1. Its relative energy (zero: lowest compared OMol25 entry of this formula, charge and spin) is 5.047 eV. The calculation puts the total energy at -8805.4820 eV. For the LUMO energy, the calculation gives -0.1 eV. As for the HOMO energy: -8.9 eV. For the strongest force on any atom, the calculation gives 3.4 eV/Å.



(3)
Here is C53H61As2MgN2O2Si as an isolated structure from OMol25. Energies are from ωB97M-V with the def2-TZVPD basis set.

Structure (XYZ):
```
122
Properties=species:S:1:pos:R:3:forces:R:3
Mg -0.43597 -0.87386 -0.49852 0.14 -0.33 -0.24
O 1.28590 -0.20851 -1.73051 -0.06 0.17 -0.08
C 1.85461 -0.79777 -2.90144 -0.03 -0.14 -0.20
C 0.81996 -1.22264 -3.93785 -0.03 0.02 0.20
C -0.25933 -2.18254 -3.39024 0.18 0.08 0.11
C 0.30472 -3.18488 -2.42196 0.10 0.01 -0.14
C 0.79576 -4.41873 -2.83235 -0.01 -0.01 0.11
C 1.37077 -5.26543 -1.89882 -0.02 0.01 -0.04
C 1.44088 -4.86262 -0.57322 -0.01 0.00 0.00
C 0.91728 -3.62894 -0.23855 0.10 -0.12 -0.10
N 0.36724 -2.80550 -1.13788 0.23 0.04 0.27
H 1.01888 0.70386 -1.93783 -0.06 -0.09 -0.04
H 2.40828 -1.67497 -2.56504 0.05 0.05 0.04
H 2.56761 -0.10565 -3.35430 0.03 0.00 0.07
H 1.36374 -1.70249 -4.75516 0.00 0.00 -0.01
H 0.32049 -0.34344 -4.35127 0.02 0.01 -0.03
H -0.73848 -2.68765 -4.22845 -0.08 -0.02 0.05
H -1.01788 -1.60075 -2.86278 -0.09 0.01 -0.11
H 0.72200 -4.70979 -3.87143 0.00 0.03 -0.02
H 1.75904 -6.22971 -2.19951 0.00 0.01 -0.01
H 1.89156 -5.48890 0.18347 -0.04 0.01 0.02
H 0.93770 -3.28110 0.78779 0.04 0.00 0.00
C 1.98055 1.12204 2.35398 -0.02 0.17 -0.21
C 1.48423 2.16530 1.35234 0.07 -0.19 -0.02
As 2.69849 2.42811 -0.20645 0.00 0.31 0.16
C 1.33447 3.16053 -1.41038 0.09 -0.07 -0.06
C 0.19287 3.84002 -0.99075 0.04 0.08 0.06
C -0.77054 4.23969 -1.90481 -0.01 0.03 0.02
C -0.60330 3.97424 -3.25719 0.00 0.00 -0.02
C 0.53224 3.30849 -3.69305 -0.07 -0.02 -0.03
C 1.48855 2.89966 -2.77236 0.10 0.00 0.09
C 3.54618 4.06448 0.46563 -0.05 -0.01 -0.03
C 3.07501 5.34897 0.21413 -0.03 -0.03 -0.04
C 3.68111 6.44790 0.80677 0.02 0.02 -0.01
C 4.76192 6.27499 1.65881 0.02 0.03 0.01
C 5.25579 5.00054 1.89554 0.00 0.02 0.01
C 4.65641 3.90459 1.29276 -0.05 -0.17 -0.04
As 2.16424 -0.67434 1.54182 0.36 0.10 0.37
C 4.06604 -0.63768 1.10614 -0.04 -0.14 -0.17
C 5.03758 -0.19507 1.99745 -0.09 0.07 0.13
C 6.36876 -0.13447 1.61484 0.03 -0.02 0.00
C 6.74470 -0.53020 0.33785 -0.02 0.00 -0.03
C 5.78740 -1.00272 -0.54812 0.09 0.02 0.00
C 4.45676 -1.05367 -0.16223 -0.13 -0.02 0.03
C 2.27152 -1.71937 3.20686 -0.10 -0.02 -0.10
C 3.25508 -2.68932 3.38871 0.01 0.05 -0.14
C 3.28284 -3.46200 4.54057 -0.02 -0.04 0.07
C 2.32061 -3.28627 5.52459 -0.02 0.00 -0.01
C 1.32572 -2.33576 5.34886 0.01 -0.04 0.04
C 1.30140 -1.56653 4.19533 -0.07 0.11 -0.09
H 1.27467 1.04729 3.18255 0.02 -0.06 0.02
H 2.94542 1.41385 2.77234 -0.01 -0.06 0.04
H 1.34780 3.12778 1.84800 -0.02 0.02 -0.02
H 0.52197 1.85363 0.94098 -0.02 0.01 -0.01
H 0.05207 4.06290 0.06126 -0.01 0.00 -0.01
H -1.66411 4.74532 -1.55973 0.02 0.03 -0.01
H -1.35785 4.28824 -3.96646 0.00 -0.02 0.00
H 0.67015 3.10280 -4.74708 0.01 0.01 0.00
H 2.38171 2.38028 -3.10885 -0.01 0.03 -0.05
H 2.23925 5.50329 -0.45570 -0.05 0.00 0.00
H 3.30772 7.44265 0.59932 0.00 0.00 0.01
H 5.22493 7.13357 2.12778 0.01 -0.01 -0.01
H 6.11150 4.86141 2.54381 0.00 -0.01 -0.01
H 5.05920 2.90974 1.45831 0.02 0.01 0.04
H 4.75762 0.09726 3.00400 0.02 0.01 -0.01
H 7.11777 0.21058 2.31613 -0.02 0.02 0.00
H 7.78291 -0.47294 0.03816 0.00 -0.02 0.00
H 6.08050 -1.32617 -1.53885 -0.02 0.01 0.00
H 3.70390 -1.40834 -0.85506 0.01 0.01 -0.03
H 4.01360 -2.83151 2.62801 0.04 0.00 0.04
H 4.06502 -4.19766 4.67782 -0.01 -0.01 -0.03
H 2.34179 -3.88802 6.42343 0.03 0.01 0.00
H 0.57649 -2.18588 6.11560 -0.01 -0.01 -0.02
H 0.52207 -0.81738 4.08427 0.02 0.01 0.05
C -1.52268 0.67489 -1.44367 -0.51 0.16 0.33
Si -3.27427 0.43793 -0.90522 0.56 0.19 -0.67
C -3.55904 -1.44178 -1.08867 -0.24 0.16 0.15
N -2.59545 -2.30084 -0.37300 0.16 0.01 0.09
C -2.97746 -2.39109 1.05098 -0.10 -0.10 0.17
C -2.38911 -3.63430 1.70418 -0.13 -0.02 -0.07
C -3.09652 -4.88449 1.14835 0.02 0.06 -0.06
C -3.53087 -4.63333 -0.30697 0.08 0.08 0.08
C -2.54307 -3.66854 -0.95474 -0.10 -0.20 0.03
C -3.50245 1.13402 0.83903 -0.21 -0.01 -0.18
C -2.70861 2.20877 1.25742 -0.04 0.09 -0.08
C -2.91991 2.82970 2.48284 0.01 0.02 0.11
C -3.93951 2.38970 3.31400 0.09 0.05 -0.02
C -4.73933 1.32520 2.91817 -0.04 -0.05 0.04
C -4.52163 0.70809 1.69571 -0.01 0.00 0.01
C -4.52276 1.27756 -2.04096 0.01 -0.12 0.20
C -5.10747 2.49777 -1.69867 0.02 -0.07 0.04
C -5.91836 3.18082 -2.59378 -0.02 0.06 0.02
C -6.16173 2.65204 -3.85274 -0.01 0.03 0.01
C -5.58953 1.44022 -4.21285 -0.01 -0.02 -0.06
C -4.77834 0.76373 -3.31485 0.01 0.00 0.04
H -1.15930 1.67415 -1.17652 -0.04 -0.08 -0.05
H -1.49522 0.63492 -2.53991 0.00 -0.05 -0.02
H -3.40627 -1.60620 -2.16043 -0.03 0.06 -0.02
H -4.60173 -1.73089 -0.88212 0.05 -0.11 0.01
H -4.07144 -2.45127 1.14392 -0.02 0.06 -0.02
H -2.66909 -1.48347 1.56486 -0.24 -0.14 -0.10
H -2.51457 -3.57066 2.78564 0.06 -0.01 0.01
H -1.31393 -3.68417 1.50243 0.00 0.03 0.06
H -3.96771 -5.12303 1.76019 0.01 0.00 0.02
H -2.42699 -5.74473 1.20085 0.00 -0.01 0.00
H -4.53744 -4.21066 -0.34131 -0.02 -0.02 -0.03
H -3.55736 -5.56401 -0.87424 -0.03 0.00 0.01
H -2.71397 -3.60252 -2.02992 0.03 0.11 0.01
H -1.54059 -4.07565 -0.81116 -0.14 -0.04 -0.04
H -1.92943 2.58358 0.59968 -0.02 0.00 0.03
H -2.29393 3.66157 2.78172 -0.02 0.01 0.00
H -4.11776 2.88481 4.25971 0.00 -0.04 0.01
H -5.53766 0.98309 3.56474 -0.01 0.00 -0.02
H -5.16522 -0.11146 1.39348 -0.01 0.01 0.02
H -4.92467 2.91555 -0.71400 -0.04 0.05 -0.02
H -6.35969 4.12753 -2.30773 -0.01 -0.01 -0.01
H -6.79744 3.18249 -4.54997 0.01 -0.01 0.00
H -5.77324 1.02659 -5.19677 -0.01 -0.01 0.02
H -4.33484 -0.18047 -3.61568 -0.02 0.03 -0.05
O -0.89409 -0.22346 1.45154 0.43 -0.12 0.12
H -0.88663 -0.72090 2.27715 0.03 0.05 0.05
H -1.57919 0.47040 1.51739 -0.08 -0.04 0.03
```
Forces are in eV/Å.

Its total charge is +1. For the orbital gap, the calculation gives 8.023 eV. Its spin multiplicity is 1. The calculation puts the total energy at -198023.7634 eV. For the LUMO energy, the calculation gives -2.1 eV. As for the HOMO energy: -10.1 eV. For the strongest force on any atom, the calculation gives 0.9 eV/Å.



(4)
Here is C24H25N3O3V as an isolated structure from OMol25. Energies are from ωB97M-V with the def2-TZVPD basis set.

Structure (XYZ):
```
56
Properties=species:S:1:pos:R:3:forces:R:3
V -0.02490 -0.60464 -0.19462 -0.39 0.25 0.29
C 3.31548 2.31961 -0.06480 0.07 0.05 0.01
C 2.18626 1.61352 -0.49401 -0.05 -0.04 0.02
N 1.65629 0.62848 0.19997 -0.07 -0.07 -0.05
C 2.22072 0.27126 1.39278 0.07 0.09 0.03
C 3.38225 0.89901 1.87788 -0.08 -0.03 -0.08
C 3.91274 1.95800 1.11194 -0.02 0.00 -0.01
C 3.96078 0.43813 3.08336 0.01 -0.03 0.05
C 3.39530 -0.62087 3.73005 0.06 0.06 0.00
C 2.21953 -1.23945 3.25254 -0.04 -0.04 -0.02
C 1.59185 -0.78220 2.11939 0.14 0.04 0.08
N 0.42993 -1.26993 1.52728 0.06 0.03 -0.28
C -0.55548 -2.01552 2.16424 -0.13 -0.14 0.07
C -0.75272 -2.19698 3.51232 0.06 0.05 0.00
C -1.81988 -2.98750 3.98950 -0.08 -0.07 -0.03
C -2.70224 -3.59234 3.14226 0.03 0.01 0.08
C -2.57418 -3.38004 1.75072 0.06 0.04 -0.11
C -3.46864 -3.90297 0.79270 0.01 0.01 -0.02
C -3.30817 -3.60252 -0.53275 -0.06 -0.05 0.02
C -2.25938 -2.75543 -0.91148 0.06 0.05 0.01
N -1.39837 -2.26021 -0.04852 0.07 0.06 -0.05
C -1.52020 -2.57881 1.27404 -0.08 -0.05 0.05
H 3.69917 3.12901 -0.66876 0.00 0.00 0.01
H 1.70170 1.86899 -1.42985 -0.01 -0.01 0.00
H 4.79479 2.47641 1.46698 0.00 0.00 -0.01
H 4.85015 0.92244 3.46372 0.00 -0.01 0.01
H 3.84605 -1.00184 4.63669 0.00 0.00 0.00
H 1.83268 -2.09299 3.78774 -0.01 0.01 0.00
H -0.11078 -1.71169 4.23090 0.00 -0.01 -0.01
H -1.93010 -3.11109 5.05856 0.00 0.00 0.00
H -3.50948 -4.20872 3.51456 0.00 0.00 0.01
H -4.28478 -4.53397 1.12243 0.00 0.00 -0.01
H -3.98297 -3.98625 -1.28408 0.00 0.00 0.00
H -2.12841 -2.46719 -1.94836 0.00 0.01 0.00
C -1.23473 0.99754 -2.97250 0.07 -0.05 0.01
C -0.12327 0.07156 -3.39634 -0.08 0.11 -0.02
O 0.28901 -0.77519 -2.29700 0.12 -0.16 0.02
C 1.37572 -1.64896 -2.67752 0.08 -0.07 0.00
C 1.76473 -2.51709 -1.50243 -0.09 0.08 -0.07
H -1.56379 1.56704 -3.84096 -0.01 0.00 0.00
H -0.90137 1.70029 -2.20944 -0.03 0.01 0.00
H -2.08505 0.44190 -2.57868 -0.02 0.02 0.00
H 0.75350 0.63069 -3.73435 0.02 -0.02 0.00
H -0.44274 -0.58733 -4.20663 0.01 -0.02 0.01
H 2.21468 -1.02859 -3.00274 -0.02 0.02 -0.01
H 1.04197 -2.25417 -3.52267 -0.01 0.01 -0.01
H 2.11737 -1.91534 -0.65660 0.03 -0.04 0.01
H 2.59359 -3.16170 -1.79054 0.02 0.00 0.02
H 0.93735 -3.15264 -1.18590 0.02 -0.02 0.03
C -2.81430 2.18575 1.23012 0.00 -0.03 -0.11
C -1.49581 1.46950 1.10070 0.06 0.10 0.21
O -0.55458 1.68670 1.82960 -0.02 -0.02 -0.03
O -1.46079 0.55952 0.12388 0.18 -0.17 -0.11
H -2.69865 3.20439 0.85806 0.00 0.00 -0.02
H -3.08434 2.25274 2.28154 0.02 -0.01 0.01
H -3.59269 1.68186 0.66375 -0.03 0.04 0.02
```
Forces are in eV/Å.

Its total charge is +1. For the orbital gap (spin up / spin down), the calculation gives 7.125 / 7.281 eV. Its spin multiplicity is 3. The calculation puts the total energy at -61592.4552 eV. For the LUMO energy (spin up / spin down), the calculation gives -3.2 / -3.1 eV. As for the HOMO energy (spin up / spin down): -10.3 / -10.3 eV. For the strongest force on any atom, the calculation gives 0.6 eV/Å.



Which of these has the lowest total charge? C3H7NO2



Which formula does entry 2 have? C3H7NO2



The lowest strongest force on any atom belongs to which entry? C24H25N3O3V